No. 1
A molecular structure, C36H31BeN3O2Sb. Source: the Open Molecules 2025 dataset; level of theory: ωB97M-V/def2-TZVPD.

Total charge: -1
E_HOMO: -4.9374 eV
LUMO energy: 2.7 eV
E: -53344.801 eV
HOMO-LUMO gap: 7.61 eV

Last column: Mulliken charge in e.
Geometry (Å):
Sb  -2.48160  0.07428  -0.26999  0.4854
O  0.23208  1.41261  -0.39779  -0.6739
O  0.23975  -0.79060  1.62092  -0.2631
N  2.48990  -0.42191  1.90163  -1.0997
N  0.91527  -1.71673  -2.24378  -0.7739
N  2.24627  0.27447  0.74942  0.8314
C  -4.45204  -0.16493  0.69645  0.9092
C  -4.72134  0.53263  1.88151  0.6087
C  0.23409  -2.57632  5.49106  -0.6624
C  2.52778  -2.34464  3.95624  -0.4826
C  2.54778  1.97641  -0.81945  0.3359
C  -3.07945  -3.73776  -3.40046  -0.6125
C  -2.92314  -1.50587  -1.71736  0.7000
C  -6.62934  -1.22232  0.85722  -0.9672
C  -3.79454  4.05904  -2.93178  -0.7705
C  3.00631  3.70602  -2.45745  -0.6740
C  1.63579  3.95592  -2.54680  -0.5533
C  -4.09934  2.62850  -1.03345  -0.1950
C  -2.48008  2.03254  -2.71254  0.7899
C  -3.81654  -1.50301  -2.79889  1.1682
C  1.14086  2.15881  -0.97706  0.5043
C  0.80805  -1.19140  -1.21879  -0.1862
C  -5.40543  -1.05934  0.22150  -0.4656
C  0.73428  3.22847  -1.80354  -0.4085
C  -3.69221  1.45368  2.48727  -1.3140
C  3.04783  1.11205  0.22332  -0.2395
C  -3.12481  1.75209  -1.50091  0.2679
C  -6.90280  -0.50578  2.01046  -0.6509
C  -4.43970  3.77333  -1.73918  -0.7744
C  -1.46296  1.09735  -3.30657  -1.5405
C  -2.82870  3.18791  -3.41082  -0.4242
C  -2.23783  -3.76419  -2.30147  -0.7735
C  1.40110  -3.20672  5.89625  -0.3220
C  1.35330  -1.71884  3.54004  0.2030
C  3.44210  2.74744  -1.56926  -0.7579
C  -4.76539  -0.37170  -3.10357  -1.5142
C  -2.16064  -2.65000  -1.48228  -1.2140
C  0.20571  -1.84354  4.31468  -0.1759
C  -3.86108  -2.61872  -3.63467  -0.6623
C  2.54954  -3.08740  5.12383  -0.6031
C  -5.94347  0.35452  2.52373  -0.6859
C  1.33963  -0.94449  2.27266  0.2965
Be  0.67600  -0.07471  0.16578  1.1077
H  -4.53116  -2.60712  -4.48839  0.3995
H  -5.18877  -1.65401  -0.65575  0.4046
H  3.46208  -3.57857  5.43831  0.3547
H  4.50361  2.55599  -1.45101  0.3684
H  -0.78854  1.62656  -3.97914  0.4468
H  1.41794  -3.78238  6.81344  0.3637
H  -3.12868  -4.58657  -4.07205  0.3608
H  1.27722  4.73759  -3.20704  0.3979
H  -0.86133  0.61489  -2.53868  -0.0561
H  3.70732  4.27193  -3.05698  0.3721
H  -4.62169  2.40335  -0.11024  0.3186
H  -5.69997  -0.76836  -3.50372  0.5099
H  -0.70355  -1.35394  3.99025  0.5154
H  -1.47498  -2.66014  -0.64338  0.5188
H  -1.95632  0.30362  -3.87293  0.4083
H  -5.20309  4.44023  -1.35670  0.3987
H  -4.34562  0.30659  -3.84944  0.3267
H  -1.63344  -4.63798  -2.09399  0.3895
H  -4.08193  1.93616  3.38332  0.4185
H  -3.38558  2.22954  1.78227  0.2774
H  -7.36147  -1.91062  0.45223  0.4376
H  -7.85306  -0.62383  2.51720  0.3580
H  -0.32747  3.42472  -1.86430  0.4480
H  -4.04978  4.95141  -3.49059  0.3460
H  -0.65778  -2.65981  6.09970  0.3799
H  4.05828  1.26144  0.60439  0.3655
H  -2.32014  3.40264  -4.34461  0.3915
H  3.40921  -2.22783  3.34238  0.4380
H  -2.79447  0.89196  2.75607  0.0930
H  -6.14482  0.89175  3.44448  0.3541
H  -4.98877  0.21379  -2.21750  0.1265

Atomic forces in eV per Å
Sb -1.1841 -0.3972 -0.6336
O 0.2096 -0.1281 0.2282
O 0.0269 0.1403 -0.1363
N 0.3349 -0.1977 0.3157
N 0.0583 -0.1282 0.0489
N -0.3651 -0.0624 -0.1450
C 0.3378 0.0386 0.0185
C 0.0249 0.0847 0.0725
C -0.0365 -0.0486 0.1027
C -0.0483 0.0924 -0.0450
C -0.1153 0.1534 -0.1880
C 0.0500 -0.0252 0.0231
C 0.1243 0.1200 0.1997
C -0.0214 0.0076 0.0400
C -0.0418 -0.0106 -0.0389
C 0.0647 0.0559 -0.0235
C 0.0057 0.0266 0.0693
C 0.0009 -0.0493 0.0349
C 0.0249 -0.0176 -0.0497
C -0.0479 -0.0215 -0.0211
C 0.0906 0.0115 -0.1154
C -0.1305 0.0386 -0.2125
C -0.0056 -0.0144 -0.0441
C -0.1028 -0.1008 -0.0186
C -0.0271 -0.0900 -0.0445
C 0.0405 -0.1236 0.2156
C 0.2846 0.0044 0.2315
C -0.0263 -0.0239 -0.0034
C -0.0537 0.0563 0.0162
C -0.0592 0.0317 0.0492
C 0.0016 -0.0317 0.0275
C -0.0211 -0.0736 -0.0211
C 0.0147 0.0559 -0.0168
C -0.0237 -0.1838 0.0582
C -0.0181 -0.0549 -0.0286
C 0.0595 -0.0344 -0.0165
C -0.0047 0.0415 0.0606
C -0.0546 0.0792 -0.1157
C 0.0007 -0.0037 -0.0043
C 0.0088 -0.0385 0.0609
C -0.0316 0.0041 -0.0088
C 0.4331 0.1961 -0.0021
Be 0.0621 0.5279 0.0279
H -0.0357 0.0117 0.0227
H -0.0285 0.0116 -0.0408
H 0.0177 0.0075 -0.0262
H 0.0154 0.0459 0.0393
H 0.0218 0.0020 0.0069
H -0.0015 -0.0114 -0.0058
H -0.0250 0.0006 0.0014
H -0.0365 -0.0070 0.0076
H 0.1356 -0.0391 -0.0141
H 0.0266 -0.0103 0.0242
H -0.0256 0.0316 -0.0032
H -0.0084 -0.0013 -0.0111
H 0.0016 -0.0334 -0.0539
H 0.0608 -0.0505 -0.0375
H 0.0246 -0.0300 0.0006
H -0.0025 -0.0016 0.0093
H -0.0113 0.0587 0.0105
H 0.0423 0.0360 0.0037
H 0.0366 0.0338 0.0041
H 0.0255 0.0435 0.0356
H 0.0082 -0.0132 0.0089
H 0.0024 -0.0030 0.0090
H -0.0597 0.0078 -0.0379
H 0.0204 0.0070 -0.0007
H -0.0282 0.0097 -0.0333
H -0.0295 -0.1067 0.1016
H -0.0114 0.0138 -0.0116
H 0.0416 -0.0375 0.0126
H 0.0375 0.0510 0.0257
H 0.0117 0.0283 -0.0159
H -0.0665 0.0379 0.0003

No. 2
A molecular structure, C36H31BrN3O2PRuS2Se2. Source: the Open Molecules 2025 dataset; level of theory: ωB97M-V/def2-TZVPD.

Total charge: +1
E_HOMO (spin up / spin down): -9.5318 / -11.1844 eV
LUMO energy (spin up / spin down): -3.0 / -4.6 eV
Spin multiplicity: 6
E: -280672.588 eV
Energy relative to the best compared isomer or geometry (same formula, charge and spin): 0.0 kJ/mol
HOMO-LUMO gap (spin up / spin down): 6.52 / 6.56 eV

Last column: Mulliken spin population.
Geometry (Å):
Ru  -0.08839  -0.01903  -0.21738  2.5316
Br  -6.91601  1.07639  2.10454  0.0003
Se  2.01487  0.68042  1.25808  0.2811
Se  0.43869  -2.38664  0.16093  0.7038
S  -0.76909  2.17433  -0.48701  0.1204
S  0.74262  0.06444  -2.38737  0.1595
P  2.18011  -1.49569  1.25331  0.0550
O  -1.38945  -2.26019  1.74464  0.1523
O  -1.78566  -0.19613  0.96501  0.0553
N  0.81720  2.05777  -4.15977  0.2308
N  -5.20686  -2.43842  3.34653  0.0007
N  -0.81004  3.74267  -2.64894  0.2395
C  -0.67123  3.96490  -4.07897  -0.0038
C  -0.90653  0.46540  -6.11205  0.0042
C  5.74713  -1.57086  -0.71379  0.0050
C  4.60496  -1.13509  -0.06006  0.0056
C  3.66803  -2.06361  0.37755  0.0001
C  5.00481  -3.85075  -0.51004  -0.0017
C  2.26382  -1.30589  4.02092  0.0003
C  -5.67009  -0.31257  2.39499  0.0003
C  3.86010  -3.42438  0.13989  0.0120
C  -6.04324  -1.43492  3.12670  0.0002
C  1.51129  8.08215  -1.90445  0.0021
C  0.67776  1.49161  -7.59708  0.0029
C  -1.81912  0.36848  -7.14994  0.0003
C  0.28739  8.22839  -2.53799  -0.0004
C  5.94795  -2.92501  -0.93691  0.0078
C  -0.35897  2.57711  -2.13934  0.2265
C  -0.63587  7.19142  -2.51321  0.0025
C  -0.33819  6.00679  -1.85231  0.0130
C  2.18082  -2.17046  2.93568  -0.0138
C  2.27390  -1.82274  5.30691  0.0060
C  2.19276  -3.19275  5.50601  0.0022
C  2.10171  -4.05412  4.42063  0.0016
C  2.08677  -3.54740  3.13355  0.0035
C  -3.97791  -2.37957  2.85704  -0.0026
C  0.89330  5.86380  -1.21935  0.0040
C  0.67632  3.45459  -4.54001  -0.0046
C  0.34891  1.02557  -6.33085  0.0106
C  -0.23581  1.39356  -8.63813  -0.0008
C  -1.31724  4.85296  -1.83870  -0.0194
C  -2.12130  -1.27518  1.58241  -0.0559
C  -3.52292  -1.28875  2.12185  0.0298
C  0.36293  1.67689  -2.94770  0.2160
C  -4.38861  -0.23063  1.88705  0.0009
C  1.32410  1.13767  -5.17996  -0.0175
C  1.81465  6.89830  -1.24437  0.0009
C  -1.48346  0.83258  -8.41547  0.0022
H  -3.32236  -3.21983  3.04861  0.0054
H  -4.06079  0.63082  1.32234  -0.0029
H  -0.75835  5.03050  -4.27741  -0.0004
H  2.18419  -3.58954  6.51241  0.0000
H  1.47856  4.04676  -4.08785  0.0086
H  -7.03873  -1.52481  3.54506  0.0001
H  2.03798  -5.12193  4.58047  0.0003
H  0.74986  3.52861  -5.62284  -0.0015
H  4.44793  -0.07886  0.11355  0.0039
H  1.12348  4.93903  -0.69975  -0.0028
H  2.33887  -1.15214  6.15287  0.0003
H  -2.79076  -0.07498  -6.97555  -0.0001
H  1.97942  -4.21852  2.29181  -0.0018
H  -2.28548  5.16359  -2.23609  0.0040
H  -2.19191  0.74901  -9.22895  0.0002
H  0.04799  9.14978  -3.05257  -0.0002
H  2.32172  -0.23733  3.86538  0.0014
H  2.29083  1.50536  -5.53040  0.0032
H  1.65619  1.92414  -7.77580  0.0001
H  1.47620  0.16516  -4.72162  0.0012
H  3.11653  -4.14811  0.44631  -0.0019
H  2.22533  8.89505  -1.91569  0.0002
H  5.16299  -4.90605  -0.68697  -0.0002
H  -1.46284  4.49819  -0.82316  0.0054
H  -1.16509  0.09618  -5.12456  -0.0011
H  -1.46904  3.43832  -4.61311  0.0079
H  -1.59760  7.31189  -2.99974  0.0001
H  0.02891  1.75515  -9.62312  -0.0001
H  6.83701  -3.25915  -1.45487  0.0003
H  2.76811  6.78525  -0.74498  -0.0001
H  6.47939  -0.85034  -1.05223  -0.0001

Atomic forces in eV per Å
Ru -0.5372 1.5666 -0.6522
Br 0.0583 -0.0382 0.0115
Se -0.1652 -0.6133 -0.0468
Se 0.3129 -0.5161 -0.1868
S 0.0288 -0.4836 0.0979
S -0.1112 -0.3006 0.3875
P 0.6556 0.3621 0.4705
O -0.0847 -0.2950 0.3065
O 0.2755 -0.2281 -0.0474
N -0.1040 -0.0607 0.1716
N -0.0949 -0.3763 0.2256
N 0.1107 -0.2134 0.1605
C 0.0208 -0.0491 -0.1521
C -0.0325 -0.0065 0.0158
C 0.0383 -0.0588 -0.0260
C 0.0333 0.0573 0.0562
C -0.3445 0.0602 -0.0125
C -0.0016 -0.0563 0.0078
C 0.0724 0.0187 -0.0072
C -0.0482 -0.0171 0.0291
C -0.0062 0.0065 -0.0079
C 0.1263 0.1433 -0.1178
C -0.0087 0.0545 -0.0051
C 0.0229 -0.0202 0.0360
C -0.0090 -0.0041 0.0338
C 0.0043 0.0331 -0.0226
C -0.0084 0.0748 -0.0065
C -0.0482 0.2144 -0.0761
C -0.0028 -0.0224 0.0464
C -0.0884 -0.0709 -0.0514
C -0.1850 0.0511 -0.2769
C 0.0028 -0.0539 0.0341
C -0.0175 0.0757 0.0207
C 0.0143 -0.0682 -0.0166
C -0.0295 0.0407 0.0039
C 0.0353 0.2350 -0.1297
C 0.0176 0.0096 -0.0099
C -0.0592 0.1339 0.0249
C 0.0618 0.0426 0.0331
C -0.0203 0.0045 -0.0446
C 0.1156 0.1450 -0.0305
C -0.3199 0.4502 0.0062
C 0.3051 -0.2048 0.0084
C 0.1616 0.0010 -0.1426
C -0.0397 0.1368 -0.0330
C -0.0738 -0.0004 -0.1072
C 0.0127 -0.0512 0.0120
C 0.0142 0.0023 -0.0376
H -0.0092 0.0036 0.0085
H -0.0007 -0.0101 -0.0086
H 0.0108 0.0264 0.0151
H 0.0311 -0.0179 -0.0086
H 0.0071 -0.0230 -0.0035
H -0.0029 0.0424 -0.0294
H -0.0340 0.0023 -0.0151
H 0.0039 -0.0098 -0.0187
H -0.0225 -0.0074 -0.0173
H 0.0109 0.0141 0.0045
H -0.0046 -0.0010 -0.0005
H 0.0069 -0.0024 0.0001
H -0.0037 -0.0464 0.0313
H 0.0054 -0.0308 -0.0081
H -0.0047 0.0130 0.0100
H 0.0038 -0.0006 0.0171
H -0.0248 0.0054 -0.0049
H -0.0068 0.0032 0.0210
H -0.0054 -0.0027 0.0087
H 0.0793 0.0057 0.0224
H 0.0287 -0.0323 -0.0093
H 0.0086 -0.0173 -0.0123
H -0.0270 0.0016 -0.0109
H -0.0930 -0.0209 0.0019
H 0.0033 -0.0013 -0.0114
H -0.0152 0.0191 0.0237
H 0.0043 -0.0092 0.0014
H -0.0007 -0.0078 0.0061
H 0.0041 -0.0152 0.0201
H -0.0091 0.0051 0.0061
H -0.0044 0.0037 0.0073